Below is a single C4H9NO2 molecule, with properties calculated with the ωB97M-V functional and the def2-TZVPD basis.

Geometry as ORCA input:
```
! wB97M-V def2-TZVPD RIJCOSX def2/J DEFGRID3
* xyz 0 1
C 1.66 -0.16 1.68
C 0.27 0.47 1.78
N -0.31 0.64 0.46
C -1.07 -0.28 -0.06
O -1.59 -1.34 0.05
O -1.24 0.55 -1.45
C -0.86 -0.20 -2.60
H 2.28 0.42 0.99
H 2.15 -0.19 2.66
H 1.58 -1.18 1.30
H -0.39 -0.16 2.40
H 0.33 1.45 2.26
H -0.48 1.15 -0.82
H -1.23 0.32 -3.49
H 0.23 -0.31 -2.66
H -1.33 -1.18 -2.52
*
```

Output
Energy above the lowest of the compared OMol25 structures with the same formula, charge and spin (eV): 2.8586
Electronic energy (a.u.): -362.98048

Below is a gas-phase ion, C8H17N4 (charge +1) at a distorted geometry, with properties calculated with the ωB97M-V functional and the def2-TZVPD basis.

Geometry as ORCA input:
```
! wB97M-V def2-TZVPD RIJCOSX def2/J DEFGRID3
* xyz 1 1
C -1.24 -1.01 -1.28
C -1.48 0.55 0.61
C -0.13 1.18 -1.44
C -0.05 -1.67 0.84
C 1.43 -0.99 -1.07
C -1.25 -0.90 0.21
C 0.10 -0.34 -1.70
C -0.77 1.59 -0.06
N 1.67 0.35 0.84
N -0.55 2.82 0.37
N 2.02 0.14 2.17
N 1.28 -0.95 0.41
H -1.37 -2.03 -1.45
H -2.06 -0.53 -1.73
H -2.51 0.69 0.29
H -1.67 0.60 1.71
H 0.74 1.77 -1.47
H -0.85 1.61 -2.09
H 0.06 -1.45 1.95
H 0.00 -2.73 0.65
H 1.42 -2.12 -1.33
H 2.32 -0.53 -1.37
H -2.09 -1.39 0.74
H 0.24 -0.59 -2.76
H -0.95 3.29 1.15
H -0.01 3.29 -0.30
H 2.58 0.82 2.48
H 1.16 0.10 2.75
H 1.96 -1.56 0.89
*
```

Output
Energy above the lowest of the compared OMol25 structures with the same formula, charge and spin (eV): 3.5132
Electronic energy (a.u.): -533.66014

Below is a single C4H7NO molecule at a distorted geometry, with properties calculated with the ωB97M-V functional and the def2-TZVPD basis.

Geometry as ORCA input:
```
! wB97M-V def2-TZVPD RIJCOSX def2/J DEFGRID3
* xyz 0 1
O 2.06 0.16 0.45
C 0.88 0.26 -0.50
C 0.23 -1.07 -0.26
C -1.13 -0.44 -0.08
N -1.00 0.49 1.04
C -0.61 0.94 -0.31
H 2.04 0.82 1.13
H 1.61 0.25 -1.29
H 0.72 -1.33 0.68
H 0.41 -1.79 -1.05
H -2.09 -0.87 -0.33
H -1.93 0.84 1.28
H -1.19 1.75 -0.76
*
```

Output
SMILES string: O[C@H]1C[C@H]2N[C@@H]12
Energy above the lowest of the compared OMol25 structures with the same formula, charge and spin (eV): 4.3776
Electronic energy (a.u.): -286.47077

Below is 6 unconnected molecules or ions with the total composition C27H29N5Si at a distorted geometry, with properties calculated with the ωB97M-V functional and the def2-TZVPD basis.

Geometry as ORCA input:
```
! wB97M-V def2-TZVPD RIJCOSX def2/J DEFGRID3
* xyz 0 1
C 5.81 1.69 2.73
C 4.62 1.78 2.74
Si 2.79 2.08 2.72
H 6.83 1.90 2.72
H 2.36 2.58 4.04
H 2.42 3.07 1.70
H 2.12 0.79 2.54
N 2.00 4.41 -0.54
C 2.85 5.07 -1.32
C 2.56 5.47 -2.62
C 1.32 5.15 -3.14
C 0.41 4.47 -2.34
C 0.80 4.12 -1.06
H 3.82 5.29 -0.88
H 3.30 6.00 -3.21
H 1.05 5.44 -4.15
H -0.57 4.21 -2.71
H 0.13 3.59 -0.40
N 3.55 1.09 -4.14
C 2.88 1.67 -3.14
C 1.76 1.12 -2.54
C 1.31 -0.11 -2.99
C 1.99 -0.73 -4.03
C 3.10 -0.09 -4.56
H 3.26 2.63 -2.82
H 1.26 1.63 -1.73
H 0.44 -0.58 -2.54
H 1.67 -1.69 -4.41
H 3.66 -0.54 -5.37
N -1.25 -0.09 0.20
C -2.10 -1.12 0.29
C -2.04 -2.07 1.30
C -1.05 -1.94 2.27
C -0.17 -0.88 2.18
C -0.31 0.02 1.13
H -2.84 -1.18 -0.49
H -2.75 -2.88 1.33
H -0.98 -2.66 3.08
H 0.61 -0.75 2.92
H 0.35 0.87 1.02
N -4.51 -0.51 -2.07
C -3.58 0.16 -2.75
C -3.77 0.64 -4.04
C -4.98 0.41 -4.66
C -5.96 -0.29 -3.97
C -5.68 -0.72 -2.68
H -2.64 0.32 -2.22
H -2.98 1.18 -4.54
H -5.17 0.77 -5.66
H -6.93 -0.49 -4.41
H -6.42 -1.27 -2.11
N -0.78 -4.29 4.84
C 0.34 -4.20 5.55
C 0.71 -5.12 6.52
C -0.13 -6.19 6.76
C -1.30 -6.30 6.03
C -1.57 -5.33 5.08
H 0.97 -3.34 5.33
H 1.64 -5.00 7.07
H 0.13 -6.93 7.51
H -1.98 -7.12 6.18
H -2.48 -5.37 4.48
*
```

Output
SMILES string: C#C[SiH3].c1ccncc1.c1ccncc1.c1ccncc1.c1ccncc1.c1ccncc1
Electronic energy (a.u.): -1609.40775

Below is a molecular structure, C30H21BrIrN2Se2 at a distorted geometry, with properties calculated with the ωB97M-V functional and the def2-TZVPD basis.

Geometry as ORCA input:
```
! wB97M-V def2-TZVPD RIJCOSX def2/J DEFGRID3
* xyz 1 1
Ir 0.51 -0.05 0.29
Se 3.37 0.45 1.77
Se 2.40 -1.49 2.66
C 0.78 -0.62 3.24
C 0.47 -0.65 4.57
C -0.67 0.01 5.02
C -1.42 0.71 4.09
C -1.05 0.69 2.75
N 0.02 0.01 2.31
C 3.77 -0.44 0.10
C 5.07 -0.51 -0.35
C 5.32 -1.27 -1.48
C 4.27 -1.94 -2.08
C 2.99 -1.78 -1.56
N 2.74 -1.02 -0.50
H 1.12 -1.16 5.26
H -0.95 0.00 6.06
H -2.30 1.27 4.36
H -1.63 1.21 2.02
H 5.87 -0.02 0.19
H 6.32 -1.36 -1.87
H 4.42 -2.58 -2.94
H 2.14 -2.28 -2.01
Br 0.58 0.22 -2.27
C -0.59 -1.25 -2.55
C -0.95 -1.55 -3.83
C -1.80 -2.65 -4.05
C -2.24 -3.39 -3.00
C -1.86 -3.08 -1.67
C -2.32 -3.86 -0.58
C -1.94 -3.55 0.69
C -1.11 -2.43 0.94
C -0.66 -1.62 -0.07
C -1.02 -1.97 -1.41
H -0.59 -0.96 -4.66
H -2.09 -2.90 -5.06
H -2.88 -4.24 -3.16
H -2.96 -4.71 -0.78
H -2.27 -4.15 1.53
H -0.85 -2.23 1.97
C 0.23 5.40 -0.19
C 1.20 4.39 -0.04
C 0.83 3.08 0.01
C -0.53 2.69 -0.10
C -0.92 1.32 -0.07
C -2.25 1.02 -0.25
C -3.22 2.03 -0.43
C -2.86 3.34 -0.43
C -1.50 3.70 -0.27
C -1.09 5.06 -0.31
H 0.53 6.44 -0.23
H 2.25 4.66 0.03
H 1.60 2.32 0.12
H -2.58 -0.01 -0.22
H -4.26 1.74 -0.57
H -3.60 4.13 -0.55
H -1.84 5.82 -0.44
*
```

Output
Energy above the lowest of the compared OMol25 structures with the same formula, charge and spin (eV): 0.6429
Electronic energy (a.u.): -8746.31808

Below is a single C3H3NO3 molecule at a distorted geometry, with properties calculated with the ωB97M-V functional and the def2-TZVPD basis.

Geometry as ORCA input:
```
! wB97M-V def2-TZVPD RIJCOSX def2/J DEFGRID3
* xyz 0 1
C 0.19 0.10 -0.66
C 1.43 0.52 0.07
C -1.18 0.54 -0.20
N -0.98 -0.77 -0.25
O -1.91 1.45 0.00
O 1.69 0.61 1.24
O -1.02 -1.79 0.66
H 0.37 -0.01 -1.72
H 2.18 0.83 -0.69
H -0.77 -1.49 1.55
*
```

Output
SMILES string: O=C[C@@H]1C(=O)N1O
Energy above the lowest of the compared OMol25 structures with the same formula, charge and spin (eV): 4.8369
Electronic energy (a.u.): -396.44668

Question: Among the records above, which one has the lowest electronic energy?
Answer: C30H21BrIrN2Se2